This record from the OMol25 dataset describes a 6-piece molecular cluster, C41H90N6O4 overall. The level of theory is ωB97M-V/def2-TZVPD.

```
141
C41H90N6O4 | the OMol25 dataset | ωB97M-V/def2-TZVPD
N -0.2025 -1.3667 0.5809
O -0.9239 -1.1977 -0.4312
O 0.8272 -0.7914 0.5676
O -0.5962 -2.0845 1.4208
C 2.0952 0.5022 5.6282
C 2.2911 1.5050 6.7814
C 3.6189 1.0418 7.4944
C 4.3750 2.1040 8.2762
C 4.4792 3.4865 7.6735
C 3.2315 4.0546 6.9971
N 2.5685 2.9834 6.2470
O 1.6951 3.2950 5.3114
C 3.6473 5.2063 6.0169
C 2.3776 4.6531 8.1689
C 1.1099 1.5052 7.8086
H 2.0714 -0.5565 5.8865
H 2.8852 0.5430 4.8783
H 1.1804 0.7912 5.1108
H 4.2239 0.5084 6.7613
H 3.3525 0.2178 8.1565
H 5.4053 1.7720 8.4046
H 3.8246 2.0966 9.2170
H 5.2678 3.3906 6.9272
H 4.9071 4.1898 8.3880
H 4.3116 5.9696 6.4219
H 2.7847 5.7738 5.6674
H 4.1507 4.7856 5.1464
H 1.3497 4.8249 7.8495
H 2.7936 5.5915 8.5354
H 2.2883 3.9578 9.0036
H 1.2649 1.9187 8.8052
H 0.6731 0.5332 8.0377
H 0.2959 2.1141 7.4152
C 6.2312 7.4339 -3.0189
C 5.3445 6.4680 -2.2884
C 3.8633 6.4511 -2.8803
N 2.9284 5.3451 -2.2804
C 2.8382 5.3823 -0.7310
C 3.3371 3.9799 -2.7746
C 2.0215 3.2090 -3.1054
C 1.1430 4.2905 -3.6738
C 1.4704 5.5077 -2.9114
H 7.1368 7.5242 -2.4192
H 5.8116 8.4017 -3.2932
H 6.5558 7.1250 -4.0126
H 5.2148 6.6874 -1.2286
H 5.5755 5.4038 -2.3342
H 3.8853 6.3413 -3.9645
H 3.4999 7.4647 -2.7111
H 2.3847 4.4165 -0.5083
H 2.2310 6.2315 -0.4175
H 3.8109 5.5108 -0.2563
H 4.1223 3.5446 -2.1566
H 3.8611 4.1894 -3.7072
H 1.5405 2.8336 -2.2021
H 2.2383 2.4561 -3.8632
H 0.0924 4.0036 -3.6281
H 1.3700 4.4878 -4.7215
H 0.8856 5.8090 -2.0423
H 1.3589 6.3746 -3.5627
C -4.5698 1.8689 0.0750
C -5.3554 0.9417 0.9219
C -4.6303 0.6769 2.3036
N -5.2082 -0.4939 3.0953
C -4.3522 -0.5826 4.3890
C -5.1248 -1.8709 2.3987
C -6.5807 -2.3628 2.2383
C -7.5148 -1.2183 2.5039
C -6.7227 -0.3056 3.3940
H -4.5647 2.8905 0.4549
H -4.9688 1.8292 -0.9386
H -3.5433 1.5242 -0.0501
H -5.4761 -0.0045 0.3945
H -6.2963 1.4637 1.0962
H -4.6771 1.5177 2.9956
H -3.5996 0.3488 2.1695
H -4.7965 -1.3112 5.0670
H -4.3917 0.3759 4.9066
H -3.3240 -0.8663 4.1643
H -4.6006 -2.6104 3.0040
H -4.6638 -1.7411 1.4195
H -6.8119 -3.1153 2.9922
H -6.7706 -2.7984 1.2573
H -8.4292 -1.4877 3.0323
H -7.6674 -0.7106 1.5515
H -6.9431 -0.4837 4.4465
H -7.0433 0.7289 3.2712
C -3.8129 -4.3580 -3.1493
C -3.3207 -3.6927 -4.4199
C -3.8971 -2.3172 -4.8254
N -3.4126 -1.8115 -6.2340
C -4.1280 -2.4469 -7.4067
C -1.8519 -1.7074 -6.4797
C -1.6818 -0.5851 -7.5296
C -2.7405 0.3965 -7.2416
C -3.7515 -0.3312 -6.2827
H -3.6086 -5.4272 -3.2051
H -4.8650 -4.1095 -3.0099
H -3.2197 -4.0960 -2.2732
H -3.4642 -4.3099 -5.3068
H -2.2331 -3.6563 -4.4820
H -3.4350 -1.6119 -4.1347
H -4.9870 -2.3037 -4.8245
H -3.7010 -3.4350 -7.5782
H -3.8572 -1.8904 -8.3040
H -5.2073 -2.5387 -7.2846
H -1.4724 -2.6956 -6.7398
H -1.4640 -1.3872 -5.5127
H -1.8208 -0.9134 -8.5597
H -0.7157 -0.1138 -7.3492
H -3.2444 0.7352 -8.1469
H -2.3714 1.2819 -6.7239
H -4.7938 -0.3806 -6.5981
H -3.7445 0.2225 -5.3439
C -0.1087 -7.7047 0.3667
C 0.8221 -7.1402 -0.7297
C 1.9648 -6.1889 -0.3615
N 2.7819 -5.7889 -1.6123
C 3.4680 -7.0696 -2.1281
C 3.8256 -4.6875 -1.3309
C 3.6702 -3.6517 -2.5017
C 2.8149 -4.3485 -3.5313
C 1.8592 -5.1860 -2.7219
H -0.4887 -7.0066 1.1125
H 0.5521 -8.3248 0.9724
H -0.9591 -8.2642 -0.0229
H 0.1665 -6.7889 -1.5264
H 1.2914 -7.9720 -1.2550
H 2.6314 -6.6379 0.3748
H 1.5067 -5.3159 0.1032
H 2.6444 -7.6029 -2.6029
H 3.9904 -7.6492 -1.3670
H 4.2381 -6.8345 -2.8628
H 4.7892 -5.1834 -1.2138
H 3.6124 -4.2710 -0.3465
H 4.6321 -3.3740 -2.9328
H 3.1060 -2.8042 -2.1124
H 3.3672 -4.9492 -4.2539
H 2.3364 -3.6723 -4.2398
H 1.2926 -5.9503 -3.2538
H 1.2437 -4.5447 -2.0910
```

The multiplicity is 1. As for the energy relative to the best compared isomer or geometry (same formula, charge and spin): 33.64 kcal per mole. The total charge is +4. The HOMO energy comes out at -13.7145 eV. As for the orbital gap: 3.057 eV.

Results of the Löwdin charge analysis, in e, for atoms 1 through 5: number 1, N, carries -0.771; number 2, O, carries -0.149; number 3, O, carries -0.042; number 4, O, carries -0.031; number 5, C, carries -0.026



This record from the OMol25 dataset describes a 7-piece molecular cluster, C41H91N6O6 overall. The level of theory is ωB97M-V/def2-TZVPD.

```
144
C41H91N6O6 | the OMol25 dataset | ωB97M-V/def2-TZVPD
N 1.1157 -2.4575 -0.9485
O 0.3016 -1.5926 -0.7552
O 1.0092 -3.5255 -0.2736
O 2.0248 -2.3536 -1.7651
C -4.1659 -2.9238 -0.4890
C -3.0189 -3.1832 -1.4920
C -3.5054 -3.8866 -2.8135
N -2.2782 -4.4644 -3.6087
C -1.3015 -3.3022 -3.9166
C -2.8805 -5.1721 -4.8676
C -2.0688 -6.4658 -4.9624
C -0.9773 -6.5345 -3.9223
C -1.5548 -5.6042 -2.8050
H -4.5481 -3.8744 -0.1170
H -4.9595 -2.3236 -0.9340
H -3.8448 -2.4162 0.4206
H -2.2304 -3.6865 -0.9325
H -2.6375 -2.2209 -1.8333
H -3.9402 -3.0629 -3.3796
H -4.2922 -4.6301 -2.6857
H -0.7215 -2.9542 -3.0618
H -1.7985 -2.4927 -4.4512
H -0.6128 -3.7591 -4.6272
H -2.6715 -4.4301 -5.6382
H -3.9225 -5.4636 -4.7358
H -1.7258 -6.6564 -5.9793
H -2.7182 -7.2723 -4.6218
H -0.0545 -6.0569 -4.2515
H -0.7352 -7.5456 -3.5950
H -0.8856 -5.1928 -2.0494
H -2.2992 -6.1914 -2.2673
C -0.9009 1.8778 -1.6460
C -0.6510 3.1487 -0.7661
C -1.2841 4.4027 -1.3647
N -0.8887 5.6595 -0.5771
C -1.3336 5.4949 0.8904
C 0.6604 5.9297 -0.6160
C 0.8021 7.4286 -0.4133
C -0.2436 7.9927 -1.2156
C -1.3554 6.9252 -1.3544
H -0.3891 2.1220 -2.5769
H -1.9663 1.6682 -1.7417
H -0.5109 0.9418 -1.2462
H 0.4178 3.3474 -0.6876
H -0.9756 2.8118 0.2184
H -2.3726 4.4580 -1.3514
H -0.9627 4.5388 -2.3974
H -0.7859 4.6854 1.3729
H -2.3892 5.2337 0.8156
H -1.2313 6.4181 1.4607
H 1.2417 5.4596 0.1772
H 1.0360 5.6552 -1.6017
H 0.4808 7.6945 0.5937
H 1.7634 7.8506 -0.7066
H -0.5791 9.0001 -0.9696
H 0.2465 8.1580 -2.1751
H -2.3483 7.1657 -0.9745
H -1.5447 6.6934 -2.4025
C -4.5429 4.9747 3.1020
C -4.3372 3.4557 2.9595
C -2.8495 3.0906 3.3015
N -2.5180 1.5679 3.2495
C -3.0823 0.7228 4.4253
C -1.0189 1.2551 3.0763
C -0.9012 -0.0791 2.4029
C -2.2074 -0.2864 1.5904
C -3.0502 0.9656 1.8743
H -4.3666 5.2335 4.1461
H -5.5636 5.2205 2.8090
H -3.7822 5.6289 2.6761
H -4.6369 3.1184 1.9673
H -5.0462 2.9286 3.5979
H -2.5578 3.3780 4.3117
H -2.2170 3.6112 2.5825
H -2.7344 1.0934 5.3895
H -2.9082 -0.3505 4.3500
H -4.1653 0.8458 4.4354
H -0.6015 1.3537 4.0784
H -0.5941 1.9583 2.3599
H -0.7947 -0.7989 3.2144
H -0.0296 -0.1705 1.7547
H -2.7153 -1.1662 1.9856
H -1.9888 -0.4971 0.5436
H -4.1040 0.7287 2.0205
H -3.0791 1.7606 1.1292
C 2.5687 1.1789 -1.1681
C 3.4542 2.4474 -1.1294
C 4.2903 2.6389 -2.3651
N 4.9341 4.0237 -2.4293
C 6.1120 4.1087 -1.3879
C 4.0260 5.2540 -2.3537
C 4.6652 6.3711 -3.0852
C 5.2816 5.7409 -4.2959
C 5.5537 4.2816 -3.8261
H 1.8134 1.2155 -1.9532
H 2.0083 0.9622 -0.2587
H 3.1649 0.2840 -1.3465
H 4.1664 2.3326 -0.3122
H 2.7133 3.1908 -0.8351
H 3.7248 2.5668 -3.2941
H 5.1860 2.0225 -2.4411
H 5.6050 4.2246 -0.4299
H 6.7612 4.9632 -1.5788
H 6.6757 3.1867 -1.5301
H 3.7724 5.5164 -1.3266
H 3.1046 4.9101 -2.8237
H 5.4104 6.7777 -2.4015
H 3.9783 7.1685 -3.3688
H 6.1361 6.3110 -4.6605
H 4.4775 5.7675 -5.0314
H 6.6122 4.0460 -3.9372
H 5.0558 3.6265 -4.5409
C -2.3389 -3.8792 2.9114
C -0.9126 -4.5629 2.9534
C 0.1678 -4.2448 4.0424
N 1.4704 -5.0468 3.8460
C 1.2604 -6.5631 4.1008
C 2.1553 -4.9016 2.4778
C 3.6952 -5.0081 2.7091
C 3.8711 -4.9870 4.2051
C 2.5398 -4.4907 4.7825
H -3.0652 -4.3078 3.6020
H -2.7315 -3.9935 1.9011
H -2.3518 -2.8089 3.1176
H -0.5694 -4.3861 1.9341
H -0.9722 -5.6499 2.8990
H -0.1166 -4.4813 5.0677
H 0.4228 -3.1886 3.9565
H 0.5922 -6.9586 3.3358
H 0.6624 -6.5697 5.0121
H 2.2387 -7.0161 4.2617
H 1.6900 -5.5618 1.7459
H 1.9535 -3.9084 2.0767
H 4.2264 -5.8248 2.2204
H 4.1320 -4.0614 2.3909
H 4.1156 -6.0139 4.4767
H 4.7388 -4.4226 4.5467
H 2.3031 -4.8133 5.7964
H 2.3269 -3.4270 4.6764
O 1.1156 -6.3578 -0.7399
C 0.1932 -7.2907 -0.3500
O 0.0534 -8.3549 -0.9516
O -0.5477 -6.9948 0.5683
H 0.7851 -5.6511 -0.1805
```

The multiplicity is 2. The total charge is +4. The HOMO energy (spin up / spin down) comes out at -15.8061 / -15.8049 eV. As for the orbital gap (spin up / spin down): 8.013 / 5.540 eV.

Results of the Löwdin charge analysis, in e, for atoms 1 through 5: number 1, N, carries -0.646; number 2, O, carries -0.057; number 3, O, carries -0.093; number 4, O, carries 0.002; number 5, C, carries -0.088



This record from the OMol25 dataset describes a 11-piece molecular cluster, C41H95Cl15O24P6 overall. The level of theory is ωB97M-V/def2-TZVPD.

```
181
C41H95Cl15O24P6 | the OMol25 dataset | ωB97M-V/def2-TZVPD
C -8.9937 -1.0656 2.6112
C -7.5452 -0.7017 2.5532
O -7.5205 0.6110 3.2705
P -6.2951 1.5481 3.4799
O -5.6687 2.1358 2.2642
O -5.3162 0.6646 4.3291
C -3.8627 0.7826 4.2353
C -3.4038 1.9458 5.1148
O -6.7910 2.6030 4.5621
C -7.4011 3.9534 4.3207
C -8.8866 3.9024 4.6830
H -9.7256 -0.3337 2.1305
H -9.1106 -2.0785 2.2171
H -9.2536 -1.2090 3.6851
H -6.9313 -1.4051 3.1188
H -7.1115 -0.5989 1.5465
H -3.3562 -0.1851 4.3571
H -3.7008 1.0244 3.1861
H -3.7189 1.8394 6.1246
H -2.3462 1.9996 5.2293
H -3.8680 2.9383 4.8794
H -6.9263 4.6426 4.9815
H -7.2471 4.2029 3.2824
H -9.3053 4.7758 4.1045
H -9.3226 2.9457 4.2879
H -9.2030 3.9940 5.7180
C 5.0012 -0.6483 3.5123
C 6.3296 -1.3352 3.2850
O 7.3426 -0.3515 3.0605
P 8.2683 -0.4977 1.7700
O 9.1916 -1.6329 1.5802
O 7.2867 -0.3488 0.5278
C 7.4030 -1.1657 -0.6863
C 6.0948 -1.9758 -0.8164
O 9.0990 0.8781 1.8945
C 10.2551 1.2963 1.0737
C 10.9610 2.4552 1.8453
H 5.0946 -0.0014 4.4415
H 4.7879 0.0684 2.6992
H 4.1693 -1.3580 3.5318
H 6.5564 -1.6898 4.2943
H 6.2832 -2.1429 2.5835
H 7.4540 -0.3761 -1.4015
H 8.3162 -1.7961 -0.5851
H 6.2079 -2.6159 -1.7148
H 5.8776 -2.5566 0.0926
H 5.2785 -1.2864 -0.9555
H 10.9095 0.3960 0.9471
H 10.0094 1.5387 0.0240
H 11.9937 2.6485 1.5187
H 10.3946 3.3593 1.6801
H 11.0788 2.2574 2.9187
C -1.1876 -3.5847 0.4791
C -0.8051 -3.3615 1.9668
O 0.6042 -3.1776 2.1166
P 1.3234 -3.4528 3.5111
O 2.7808 -3.3046 3.4790
O 0.5777 -2.4568 4.3954
C 0.7599 -1.0269 4.3272
C 0.9070 -0.4782 5.7270
O 0.8195 -4.8470 4.0334
C 1.6717 -6.0343 3.9137
C 1.9250 -6.4126 2.4318
H -0.7228 -4.4996 0.1011
H -2.2749 -3.6209 0.3858
H -0.9235 -2.7212 -0.1387
H -1.3469 -2.4593 2.3641
H -1.0955 -4.1682 2.5659
H 1.6315 -0.8566 3.7290
H -0.1188 -0.5441 3.8779
H 1.5889 -1.0424 6.3779
H 1.2938 0.5678 5.6280
H -0.0577 -0.4726 6.3201
H 2.6153 -5.8502 4.3757
H 1.0952 -6.7852 4.4069
H 2.6599 -7.2373 2.3663
H 0.9553 -6.6687 2.0303
H 2.3627 -5.5330 1.8773
C 1.9348 -0.4521 -5.7159
C 0.9719 -1.1036 -4.7701
O 1.2904 -2.4623 -4.3662
P 1.1403 -3.5577 -5.5494
O 0.2271 -3.0395 -6.5658
O 0.7738 -4.9451 -4.9260
C -0.3211 -4.9649 -4.0295
C -0.0971 -4.5740 -2.5866
O 2.6018 -3.7906 -6.0576
C 3.5926 -4.1864 -5.0555
C 4.8662 -3.9641 -5.7271
H 1.9320 0.6006 -5.6782
H 2.9587 -0.6720 -5.4245
H 1.7895 -0.7357 -6.7424
H 1.1215 -0.5756 -3.7922
H -0.0890 -1.0692 -5.0203
H -1.0873 -4.2944 -4.4608
H -0.8441 -5.8904 -4.1216
H 0.8912 -4.8703 -2.2387
H -0.2417 -3.4678 -2.5159
H -0.8137 -5.0580 -1.9716
H 3.3874 -3.5277 -4.1910
H 3.3857 -5.2640 -4.8433
H 5.1626 -2.8722 -5.8834
H 5.6611 -4.4933 -5.2361
H 4.8213 -4.4575 -6.7313
C -3.9733 1.9051 -0.9003
C -3.4677 1.0747 0.2779
O -2.1047 0.5172 -0.1808
P -0.8831 0.6332 0.7938
O -1.1769 0.4846 2.2379
O -0.2416 2.1261 0.3949
C 0.7814 2.4856 1.2963
C 1.7632 3.4628 0.6323
O 0.1055 -0.4587 0.2377
C 0.4487 -0.5528 -1.1595
C 1.7401 -1.4061 -1.1875
H -3.3299 2.7684 -1.1143
H -4.0120 1.3836 -1.8642
H -5.0425 2.2074 -0.7077
H -3.3989 1.6714 1.1968
H -4.0085 0.1707 0.3643
H 0.3229 2.9404 2.1490
H 1.3119 1.6019 1.6754
H 2.6387 3.5649 1.2880
H 2.0825 2.8643 -0.2427
H 1.3745 4.5082 0.3801
H -0.3478 -1.1319 -1.6701
H 0.5589 0.4983 -1.5975
H 1.3803 -2.4328 -1.2319
H 2.3128 -1.1449 -2.0862
H 2.3477 -1.2746 -0.2690
C 0.5290 4.4530 -2.5166
C 0.0106 3.1444 -2.9739
O -1.3532 3.2638 -3.6063
P -1.7718 1.9802 -4.4834
O -1.3378 0.7155 -3.8721
O -3.3202 2.1106 -4.6351
C -3.9778 3.1882 -5.2429
C -5.1505 3.5770 -4.3636
O -1.2275 2.3023 -5.9563
C -1.1908 1.2297 -6.9557
C -2.4602 1.1946 -7.8605
H 1.5823 4.3782 -2.2445
H 0.3307 5.0748 -3.4126
H -0.1217 4.8129 -1.7035
H 0.6609 2.7083 -3.7685
H -0.1454 2.4500 -2.1733
H -3.2875 4.0124 -5.5376
H -4.3555 2.6545 -6.1626
H -5.6841 4.4875 -4.7725
H -5.8253 2.7156 -4.3360
H -4.8727 3.7832 -3.3439
H -0.2357 1.3469 -7.4719
H -1.0982 0.2942 -6.3544
H -3.3760 1.0282 -7.2257
H -2.5389 2.1313 -8.4507
H -2.3914 0.3465 -8.5475
Cl 6.1917 3.8141 -1.7310
C 4.7482 3.1335 -1.0352
Cl 5.1368 1.8320 0.0675
Cl 3.6706 2.5901 -2.3305
H 4.1974 3.9562 -0.4843
Cl -2.7452 -5.8466 5.7887
C -2.1372 -4.1674 5.9243
Cl -1.9210 -3.7429 7.6089
Cl -3.3068 -3.1919 5.1882
H -1.1659 -4.0273 5.4652
Cl -4.0432 5.8837 3.0476
C -3.9102 4.6816 1.7138
Cl -2.2423 4.1122 1.6744
Cl -4.4437 5.5550 0.1830
H -4.5690 3.7768 1.8263
Cl -3.1818 -2.5316 -4.8546
C -3.6187 -1.6536 -3.3639
Cl -3.4138 -2.7264 -1.9940
Cl -5.2966 -1.0578 -3.4355
H -3.0240 -0.7599 -3.2218
Cl 0.1252 5.2913 4.2512
C -0.2051 6.8137 3.4286
Cl 0.9079 6.9631 2.0758
Cl 0.0275 8.2727 4.4769
H -1.2424 6.8447 3.1473
```

The multiplicity is 1. As for the energy relative to the best compared isomer or geometry (same formula, charge and spin): 31.22 kcal per mole. The total charge is 0. Its structure (SMILES) is CCOP(=O)(OCC)OCC.CCOP(=O)(OCC)OCC.CCOP(=O)(OCC)OCC.CCOP(=O)(OCC)OCC.CCOP(=O)(OCC)OCC.CCOP(=O)(OCC)OCC.ClC(Cl)Cl.ClC(Cl)Cl.ClC(Cl)Cl.ClC(Cl)Cl.ClC(Cl)Cl. The HOMO energy comes out at -10.1491 eV. As for the orbital gap: 10.444 eV.

Results of the Löwdin charge analysis, in e, for atoms 1 through 5: number 1, C, carries -0.094; number 2, C, carries -0.211; number 3, O, carries -0.192; number 4, P, carries 0.358; number 5, O, carries -0.259